[1]
ORCA calculation (the ωB97M-V functional and the def2-TZVPD basis) on a cluster of 5 separate species, C31H30BBrN3O12PS in total in a non-equilibrium geometry.

Structure (XYZ):
```
80
Properties=species:S:1:pos:R:3:forces:R:3:mulliken_charge:R:1
C 3.5292 -2.6755 0.2209 0.8 0.0 0.2 -0.806
C 2.4574 -1.9819 1.2625 0.6 0.2 0.0 -0.070
B 0.8753 -2.0914 0.7622 1.9 -3.5 0.8 0.541
O 0.4019 -3.4881 0.4598 -0.1 2.5 2.2 -0.391
P -0.3278 -0.6127 0.5580 -1.7 1.5 -1.8 0.914
Br 0.3430 0.3104 2.5646 0.7 0.2 1.5 -0.410
C -2.1306 -0.5165 1.1786 -2.1 0.9 1.9 -0.740
C -2.7351 -1.9172 1.7847 1.5 -0.4 0.4 -0.185
S -3.9554 -2.7054 0.5438 1.9 -1.1 -0.6 -0.020
C -3.0202 -4.2275 -0.0585 0.8 -2.4 3.2 0.365
N -2.7660 -5.2152 1.0625 0.7 2.1 -7.9 -0.191
N -2.0549 -6.2323 0.4226 0.3 2.6 -5.6 -0.358
C -1.8526 -5.8958 -1.0642 -1.5 0.3 5.4 -0.042
O -2.4975 -4.5864 -1.3891 0.4 -2.9 5.4 -0.070
C -0.8106 -1.2105 -1.1896 0.5 -2.6 -1.2 -0.452
O -0.9272 -0.1181 -2.1995 2.3 -1.4 0.9 -0.172
N -1.8215 0.8081 -1.8132 -4.9 -2.0 -1.9 0.119
O -2.9251 0.3676 -2.1774 2.8 3.0 1.9 -0.286
H 4.3601 -1.8728 -0.0693 -1.9 -1.7 0.5 0.250
H 3.0279 -3.0896 -0.7670 1.1 0.7 2.1 0.184
H 4.1151 -3.5302 0.8099 -1.4 1.7 -1.6 0.251
H 2.5500 -2.5951 2.2813 -0.4 1.4 -2.0 0.227
H 2.8215 -0.8821 1.4419 -1.0 -2.3 -0.1 0.020
H 0.2389 -3.9604 1.3336 0.5 0.6 -1.7 0.280
H 0.2234 0.5910 -0.0768 -0.4 -1.1 0.7 -0.550
H -2.9096 -0.1095 0.4078 1.8 -0.8 1.1 0.326
H -2.1299 0.2614 2.0844 0.0 -1.8 -2.1 0.505
H -1.8252 -2.6493 1.9693 -2.1 1.2 -0.4 0.029
H -3.2749 -1.7986 2.8346 1.0 0.0 -2.6 0.212
H -1.2454 -6.6151 -1.7759 -1.7 2.1 1.3 0.320
H -1.7435 -1.9308 -1.1758 1.6 1.6 -0.3 -0.059
H 0.0976 -1.8828 -1.5750 -2.0 1.5 0.4 0.298
C 5.3293 2.8306 -1.0472 0.1 -0.2 0.4 -0.405
C 4.8957 2.1610 0.0251 0.3 0.2 -0.2 -0.454
C 3.4785 1.7718 0.1639 -0.2 -0.4 0.7 0.516
O 3.0804 1.1606 1.1459 0.4 0.5 -0.8 -0.534
C 2.5598 2.1498 -0.9284 0.0 0.2 -0.4 -0.192
C 2.9934 2.8194 -2.0007 -0.4 -0.2 0.2 -0.597
C 4.4106 3.2085 -2.1395 0.3 0.4 -0.7 0.378
O 4.8087 3.8197 -3.1216 -0.3 -0.3 0.6 -0.583
H 6.3653 3.1243 -1.1643 0.0 0.0 0.0 0.454
H 5.5573 1.8758 0.8344 -0.1 0.0 0.0 0.447
H 1.5238 1.8561 -0.8113 0.1 0.1 0.0 0.439
H 2.3319 3.1046 -2.8100 0.0 0.0 0.0 0.457
C 5.7510 8.9717 -1.0905 -0.3 0.3 0.1 -0.345
C 4.4990 9.4303 -1.1822 0.5 0.0 0.2 -0.352
C 3.5003 8.7646 -2.0416 -0.9 0.3 -0.1 0.376
O 2.3547 9.1849 -2.1277 0.7 -0.3 0.1 -0.555
C 3.9381 7.5723 -2.7942 0.3 -0.3 -0.1 -0.286
C 5.1902 7.1137 -2.7026 -0.4 -0.1 -0.2 -0.351
C 6.1888 7.7794 -1.8431 0.8 -0.3 0.0 0.307
O 7.3345 7.3591 -1.7570 -0.7 0.3 0.0 -0.559
H 6.4960 9.4486 -0.4653 0.0 0.0 0.0 0.410
H 4.1622 10.3033 -0.6359 0.0 0.0 0.0 0.406
H 3.1931 7.0954 -3.4194 0.0 0.0 0.0 0.443
H 5.5270 6.2407 -3.2488 0.0 0.0 0.0 0.498
C -1.8370 -2.5697 6.2646 0.1 -0.3 0.3 -0.287
C -2.1445 -3.1098 7.4479 0.3 0.0 -0.4 -0.409
C -3.2853 -2.6142 8.2429 -0.2 -0.4 0.9 0.316
O -3.5662 -3.1066 9.3270 0.2 0.4 -0.8 -0.553
C -4.0738 -1.5005 7.6792 -0.1 0.3 -0.4 -0.360
C -3.7664 -0.9605 6.4960 -0.3 0.0 0.4 -0.308
C -2.6255 -1.4560 5.7009 0.2 0.3 -0.6 0.389
O -2.3446 -0.9636 4.6169 -0.2 -0.3 0.7 -0.468
H -1.0031 -2.9208 5.6691 0.0 0.0 0.0 0.457
H -1.5763 -3.9277 7.8746 0.0 0.0 0.0 0.405
H -4.9077 -1.1494 8.2747 0.0 0.0 0.0 0.402
H -4.3345 -0.1426 6.0692 0.0 0.0 0.0 0.425
C -5.7948 -3.3388 -4.7347 0.0 -0.2 -0.4 -0.421
C -5.0407 -3.5158 -5.8239 -0.4 -0.1 0.3 -0.433
C -3.6981 -2.9118 -5.9325 0.6 0.0 -0.7 0.227
O -3.0080 -3.0716 -6.9299 -0.4 0.1 0.6 -0.566
C -3.2207 -2.1066 -4.7908 -0.1 0.1 0.4 -0.153
C -3.9747 -1.9297 -3.7015 0.3 -0.1 -0.1 -0.128
C -5.3174 -2.5336 -3.5930 -0.4 0.1 0.7 0.131
O -6.0074 -2.3739 -2.5956 0.4 -0.1 -0.6 -0.563
H -6.7820 -3.7742 -4.6392 0.0 0.0 0.0 0.427
H -5.3764 -4.1042 -6.6694 0.0 0.0 0.0 0.418
H -2.2334 -1.6713 -4.8862 0.0 0.0 0.0 0.488
H -3.6391 -1.3413 -2.8560 -0.1 -0.3 -0.2 0.609
```
Positions in Å, forces in eV/Å.

## Properties
ΔE to the lowest compared entry with this formula, charge and spin (kcal per mole): 81.89
Total charge: 0
SMILES string: CCB(O)[PH](Br)(CCSc1nnco1)CON=O.O=C1C=CC(=O)C=C1.O=C1C=CC(=O)C=C1.O=C1C=CC(=O)C=C1.O=C1C=CC(=O)C=C1

[2]
ORCA calculation (the ωB97M-V functional and the def2-TZVPD basis) on a structure of composition C31H30BCl3OZr in a non-equilibrium geometry.

Structure (XYZ):
```
67
Properties=species:S:1:pos:R:3:forces:R:3:nbo_charge:R:1
Cl -3.7159 4.8753 1.2341 0.1 -0.2 -0.6 -0.214
B -3.5878 3.8103 -0.2658 -0.7 -1.0 1.0 0.381
Cl -2.9481 2.1038 0.1964 0.0 0.5 -0.3 -0.270
Cl -5.2013 3.6169 -1.1762 0.4 0.2 0.1 -0.243
O -2.5998 4.4687 -1.1830 1.1 0.0 -2.2 -0.540
C -2.2984 4.0932 -2.3675 -1.3 1.2 1.1 0.520
C -1.6675 5.0332 -3.2731 0.5 0.6 -0.2 -0.209
C -1.5927 4.7895 -4.6676 0.3 -0.4 0.7 -0.120
C -0.8878 5.6569 -5.4979 0.0 0.1 -0.1 -0.227
C -0.2649 6.8003 -4.9762 -0.4 -0.3 0.4 -0.127
C -0.4068 7.0911 -3.6094 0.0 0.0 0.0 -0.224
C -1.1141 6.2396 -2.7676 0.2 -0.5 -0.2 -0.104
H -2.6571 3.1193 -2.7161 0.2 0.0 0.1 0.211
H -2.0434 3.8707 -5.0488 0.1 0.3 -0.1 0.229
H -0.7904 5.4377 -6.5644 -0.1 0.0 0.4 0.233
H 0.3170 7.4631 -5.6239 -0.3 -0.3 0.2 0.232
H 0.0591 7.9824 -3.1869 -0.2 -0.2 -0.2 0.232
H -1.1840 6.4401 -1.7004 0.0 0.0 -0.2 0.246
C 3.6270 -2.8851 -2.9631 -0.2 0.0 0.3 -0.240
C 4.0982 -1.8002 -2.2032 -0.1 -0.3 -0.2 -0.211
C 3.3602 -1.3419 -1.1112 -0.1 -0.4 -0.5 -0.210
C 2.1317 -1.9335 -0.7620 0.5 -0.1 -0.5 0.007
C 1.3595 -1.3047 0.3456 -0.5 -0.9 1.3 -0.936
Zr -0.3767 -2.5197 1.4958 0.7 1.3 -0.7 1.897
C -0.7112 -1.3164 3.4268 -0.6 -0.3 0.3 -0.906
C 0.3117 -0.2566 3.4108 0.1 0.3 0.2 -0.017
C 0.0535 0.9562 2.7327 0.4 -0.4 0.2 -0.225
C 1.0273 1.9454 2.6949 0.2 -0.1 0.2 -0.218
C 2.2558 1.7435 3.3440 -0.1 0.0 0.0 -0.188
C 2.5033 0.5557 4.0513 -0.1 0.3 -0.2 -0.223
C 1.5358 -0.4387 4.0950 -0.4 0.3 -0.5 -0.230
C 0.5113 -4.7762 1.0742 0.0 -0.2 0.8 -0.371
C 1.4790 -4.1410 1.9204 -0.3 -0.7 0.4 -0.330
C 0.8702 -3.9342 3.1969 -0.1 -0.5 -0.5 -0.318
C -0.4821 -4.4073 3.1347 0.6 -0.6 -0.4 -0.338
C -0.7024 -4.9296 1.8234 0.9 -0.6 0.6 -0.339
C -1.3568 -2.1669 -0.8198 -0.7 -0.2 0.5 -0.306
C -1.6422 -0.9997 -0.0561 -1.0 -0.6 0.4 -0.328
C -2.5220 -1.3776 1.0171 0.1 0.0 -1.1 -0.325
C -2.7334 -2.7909 0.9441 0.1 0.5 -0.6 -0.398
C -2.0055 -3.2789 -0.2007 -0.4 0.9 -0.3 -0.316
C 1.7020 -3.0495 -1.5046 0.1 0.5 0.1 -0.234
C 2.4329 -3.5182 -2.5921 0.3 0.1 -0.2 -0.205
H 4.1826 -3.2452 -3.8323 -0.1 0.2 0.3 0.210
H 5.0364 -1.3090 -2.4860 -0.4 -0.2 0.1 0.209
H 3.6988 -0.4872 -0.5261 0.0 -0.2 -0.1 0.211
H 2.0373 -1.1830 1.2153 0.0 0.2 -0.3 0.223
H 1.0524 -0.2925 0.0508 -0.1 -0.2 0.1 0.226
H -1.7167 -0.8818 3.4225 0.2 -0.2 0.3 0.225
H -0.5707 -1.9735 4.2918 -0.2 0.3 -0.1 0.215
H -0.9254 1.0954 2.2619 0.4 0.0 0.1 0.220
H 0.8121 2.8792 2.1719 0.2 -0.2 0.2 0.212
H 3.0093 2.5309 3.3316 -0.2 -0.2 0.0 0.198
H 3.4434 0.4107 4.5877 -0.2 0.1 -0.2 0.209
H 1.6753 -1.3561 4.6742 0.1 0.3 -0.2 0.203
H 0.7178 -5.2058 0.0933 -0.2 0.4 0.3 0.256
H 2.5286 -3.9684 1.6664 -0.6 0.1 0.0 0.264
H 1.3812 -3.5619 4.0868 -0.3 0.1 -0.5 0.251
H -1.1820 -4.4756 3.9726 0.3 0.3 -0.5 0.253
H -1.5870 -5.4775 1.4922 0.3 0.5 0.1 0.247
H -0.7824 -2.1894 -1.7428 -0.1 0.0 0.4 0.255
H -1.3217 0.0113 -0.2931 0.0 -0.4 0.2 0.261
H -3.0074 -0.6833 1.6966 0.3 -0.3 -0.1 0.259
H -3.4019 -3.3690 1.5833 0.4 0.2 -0.2 0.252
H -2.0263 -4.2906 -0.6044 0.1 0.3 0.3 0.238
H 0.7547 -3.5291 -1.2593 0.4 0.1 0.0 0.202
H 2.0483 -4.3748 -3.1552 0.2 0.3 0.1 0.205
```
Positions in Å, forces in eV/Å.

## Properties
Total charge: 0

Values of LUMO energy, in order: -1.9, -2.3, all in eV.
Values of HOMO-LUMO gap, in order: 0.262, 0.187, all in hartree.